(1)
A molecular structure, C33H38AsClCoN2O2S2Sb in a non-equilibrium geometry, computed with the ωB97M-V functional and the def2-TZVPD basis.

The geometry in XYZ format:
```
81
Properties=species:S:1:pos:R:3
Co -0.418 0.214 0.133
S -0.962 -2.109 -0.588
C -2.554 -2.099 -0.185
C -3.204 -3.388 -0.062
N -3.831 -4.331 0.172
C -3.334 -0.985 0.169
S -2.787 0.633 0.248
C -4.727 -1.181 0.527
N -5.844 -1.245 0.831
C -0.221 0.758 5.809
C 0.114 1.071 4.318
C -0.522 2.417 3.875
Sb -0.374 -0.393 2.829
C 1.378 -1.681 3.125
C 1.563 -2.197 4.519
C 1.433 -2.741 2.076
C -2.174 -1.420 3.663
C -3.302 -0.467 3.843
C -2.029 -2.299 4.911
H 0.346 1.535 6.416
H -0.023 -0.283 6.161
H -1.277 0.917 5.873
H 1.203 1.195 4.217
H -1.633 2.353 4.004
H -0.265 2.774 2.853
H -0.132 3.162 4.551
H 2.176 -0.982 2.966
H 0.955 -3.034 4.844
H 1.448 -1.385 5.240
H 2.618 -2.579 4.570
H 0.516 -3.354 2.098
H 2.258 -3.447 2.263
H 1.551 -2.373 1.064
H -2.488 -2.068 2.834
H -3.279 0.050 4.813
H -4.285 -1.007 3.834
H -3.333 0.316 3.078
H -1.414 -1.853 5.699
H -1.484 -3.198 4.663
H -3.044 -2.460 5.318
C -2.494 1.052 -6.388
C -2.928 0.472 -5.216
C -2.144 0.433 -4.069
C -0.892 0.929 -4.161
C -0.475 1.627 -5.298
C -1.237 1.705 -6.454
As 0.164 0.630 -2.577
C 1.047 -1.041 -3.106
C 0.516 -1.852 -4.099
C 1.096 -3.106 -4.298
C 2.248 -3.506 -3.615
C 2.807 -2.630 -2.689
C 2.180 -1.414 -2.435
C 1.479 1.989 -2.792
C 2.756 1.970 -3.333
C 3.509 3.172 -3.424
C 3.009 4.362 -2.895
C 1.721 4.366 -2.424
C 0.961 3.245 -2.360
H -3.272 1.116 -7.132
H -3.982 0.195 -5.200
H -2.513 -0.015 -3.143
H 0.537 2.008 -5.354
H -1.018 2.300 -7.301
H -0.407 -1.586 -4.674
H 0.698 -3.808 -5.019
H 2.757 -4.508 -3.595
H 3.751 -2.844 -2.221
H 2.528 -0.777 -1.673
H 3.220 1.032 -3.706
H 4.472 3.099 -3.834
H 3.622 5.282 -2.855
H 1.275 5.269 -1.981
H -0.062 3.367 -2.004
Cl 3.919 1.750 1.744
C 2.847 2.537 0.520
C 1.578 1.671 0.376
O 0.474 2.227 0.558
O 1.669 0.437 0.154
H 3.340 2.450 -0.395
H 2.629 3.560 0.794
```

The gap between HOMO and LUMO (spin up / spin down) is 7.43 / 6.44 eV. As for the total energy: -181107.275 eV. As for the multiplicity: 5. Its energy above the lowest of the compared OMol25 structures with the same formula, charge and spin is 0.0 kJ/mol.

Atom charges from the Löwdin analysis, given in e for atoms 1 to 6: 0.124 0.792 -0.775 -0.272 0.189 -0.716


(2)
A molecular structure, C44H33BrCl2IN6O2SSn in a non-equilibrium geometry, computed with the ωB97M-V functional and the def2-TZVPD basis.

The geometry in XYZ format:
```
91
Properties=species:S:1:pos:R:3
Sn 0.123 -0.460 0.113
O -3.840 4.986 2.883
C -4.272 3.839 2.766
O -5.424 3.404 2.692
C -3.157 2.730 2.625
C -3.514 1.411 2.391
C -2.520 0.473 2.127
N -1.232 0.823 2.052
C -0.873 2.085 2.289
C -1.813 3.059 2.620
C 0.558 2.413 2.162
C 0.991 3.740 2.092
C 2.339 4.010 1.944
C 3.227 2.951 1.872
C 2.714 1.668 1.946
N 1.426 1.403 2.082
C -2.839 -0.945 1.895
C -4.151 -1.429 1.906
C -4.377 -2.778 1.714
C -3.294 -3.622 1.524
C -2.031 -3.055 1.510
N -1.809 -1.766 1.684
H -4.568 1.180 2.407
H -1.549 4.076 2.868
H 0.286 4.555 2.128
H 2.684 5.032 1.886
H 4.286 3.106 1.745
H 3.372 0.812 1.895
H -4.986 -0.764 2.057
H -5.387 -3.166 1.713
H -3.428 -4.682 1.369
H -1.152 -3.660 1.330
Cl -2.314 -2.385 -1.493
C -1.357 -3.342 -2.565
C -1.997 -3.936 -3.636
C -1.284 -4.719 -4.529
C 0.079 -4.880 -4.347
C 0.706 -4.280 -3.274
Cl 2.405 -4.509 -3.089
C 0.016 -3.502 -2.326
S 0.849 -2.897 -0.939
H -3.060 -3.795 -3.757
H -1.787 -5.204 -5.351
H 0.666 -5.478 -5.026
C -0.361 4.139 -3.346
C 0.591 3.307 -3.913
C 1.210 2.335 -3.157
C 0.893 2.154 -1.802
C -0.056 3.018 -1.244
C -0.668 3.993 -2.004
N 1.465 1.137 -1.058
C 2.827 1.050 -1.048
C 3.649 2.150 -1.350
C 5.022 2.056 -1.283
C 5.635 0.886 -0.864
C 4.840 -0.198 -0.522
C 3.470 -0.126 -0.627
H -0.861 4.889 -3.943
H 0.850 3.421 -4.957
H 1.949 1.684 -3.606
H -0.296 2.912 -0.198
H -1.390 4.653 -1.539
H 3.185 3.084 -1.636
H 5.624 2.916 -1.550
H 6.712 0.813 -0.820
H 5.304 -1.112 -0.175
H 2.864 -1.002 -0.414
Br 4.408 -2.012 4.893
C 3.506 -3.511 4.172
C 3.989 -4.774 4.477
C 3.364 -5.892 3.957
C 2.261 -5.740 3.131
C 1.782 -4.476 2.837
C 2.392 -3.343 3.356
I 1.624 -1.400 2.867
H 4.852 -4.872 5.117
H 3.742 -6.875 4.191
H 1.774 -6.607 2.712
H 0.935 -4.353 2.182
C -4.129 3.147 -2.185
N -3.157 2.091 -2.154
C -2.543 1.508 -3.224
C -1.680 0.587 -2.715
N -1.762 0.597 -1.359
C -2.650 1.511 -1.056
H -4.227 3.513 -3.205
H -3.818 3.966 -1.535
H -5.099 2.788 -1.837
H -2.762 1.795 -4.233
H -1.016 -0.083 -3.225
H -2.953 1.774 -0.064
```

The gap between HOMO and LUMO is 6.56 eV. As for the total energy: -179057.819 eV. Its energy above the lowest of the compared OMol25 structures with the same formula, charge and spin is 58.2 kJ/mol. The charge is -1.

Atom charges from the Löwdin analysis, given in e for atoms 1 to 6: 1.059 -0.032 -0.711 -0.039 -0.084 0.029


(3)
A molecular structure, C27H57AlBBr4Cl3F9MgN6O14PS in a non-equilibrium geometry, computed with the ωB97M-V functional and the def2-TZVPD basis.

The geometry in XYZ format:
```
125
Properties=species:S:1:pos:R:3
C 4.335 0.747 2.199
C 4.043 -0.582 1.487
O 2.887 -1.249 2.015
P 3.170 -2.851 2.224
O 4.273 -2.975 3.178
C 1.702 -3.715 2.905
C 0.482 -2.764 3.102
C -0.381 -2.575 1.806
C -1.837 -2.390 2.245
C -3.045 -2.604 1.245
C -2.942 -3.504 0.035
F -2.683 -4.743 0.491
F -1.898 -3.227 -0.801
C -4.253 -3.489 -0.805
F -4.153 -2.770 -1.919
F -4.470 -4.739 -1.225
F -5.245 -3.128 -0.061
N -3.676 -1.282 1.064
C -2.916 -0.491 0.090
C -3.474 0.940 -0.166
C -3.105 1.993 0.880
O -4.862 0.945 -0.453
C -3.615 -0.851 2.420
N -4.576 -0.397 3.109
C -4.308 -0.081 4.523
N -3.808 1.287 4.760
C -5.903 -0.254 2.426
C -6.984 0.359 3.308
O -6.607 1.709 3.627
N -2.285 -1.124 2.855
Cl -1.193 0.169 3.047
O 3.620 -3.600 0.843
C 2.966 -3.149 -0.360
C 1.642 -3.886 -0.707
H 4.891 0.635 3.139
H 3.418 1.335 2.396
H 4.945 1.369 1.517
H 3.833 -0.331 0.433
H 4.947 -1.206 1.556
H 1.980 -4.106 3.892
H 1.380 -4.575 2.305
H -0.152 -3.239 3.871
H 0.761 -1.793 3.537
H 0.016 -1.732 1.222
H -0.330 -3.532 1.277
H -2.067 -3.132 3.026
H -3.781 -3.130 1.883
H -2.927 -0.985 -0.891
H -1.840 -0.368 0.337
H -2.983 1.263 -1.109
H -3.418 1.762 1.902
H -3.634 2.922 0.603
H -2.036 2.225 0.783
H -5.021 0.463 -1.276
H -5.192 -0.197 5.159
H -3.545 -0.765 4.960
H -3.936 1.890 3.956
H -2.836 1.215 5.026
H -5.773 0.392 1.549
H -6.241 -1.272 2.142
H -7.980 0.335 2.854
H -7.065 -0.190 4.263
H -6.454 1.799 4.576
H 2.779 -2.064 -0.386
H 3.669 -3.371 -1.180
H 1.300 -4.526 0.112
H 0.894 -3.131 -0.990
H 1.781 -4.538 -1.581
C 4.406 3.029 -1.778
Br 2.929 3.512 -0.459
Br 6.075 3.876 -1.302
Br 4.581 1.075 -1.921
H 4.088 3.455 -2.817
Br 4.794 2.639 -3.999
B -7.939 -3.115 1.613
F -6.904 -2.592 2.470
F -7.574 -4.417 1.182
F -9.140 -3.174 2.320
F -8.083 -2.279 0.493
C 3.741 7.383 -6.554
N 4.849 7.061 -7.518
C 4.715 7.978 -8.702
C 4.708 5.645 -7.982
C 6.217 7.309 -6.899
C 6.574 6.441 -5.710
O 5.664 6.637 -4.635
H 2.812 7.447 -7.120
H 3.655 6.585 -5.826
H 3.957 8.336 -6.079
H 3.746 7.808 -9.165
H 5.513 7.752 -9.407
H 4.794 9.005 -8.354
H 4.732 4.985 -7.119
H 5.528 5.419 -8.661
H 3.753 5.546 -8.494
H 6.225 8.360 -6.608
H 6.947 7.151 -7.693
H 7.574 6.720 -5.366
H 6.595 5.379 -5.976
H 5.965 6.090 -3.897
C 7.597 8.664 -2.223
Cl 7.320 6.958 -1.825
Cl 8.272 8.844 -3.843
H 6.651 9.192 -2.174
H 8.294 9.083 -1.504
N -3.472 -3.597 6.068
O -3.109 -2.892 5.107
O -4.141 -3.103 6.969
O -3.157 -4.784 6.105
Mg 3.013 4.941 1.702
O 5.231 -7.052 -2.923
S 5.104 -6.112 -1.812
O 4.594 -4.835 -2.312
O 6.442 -5.904 -1.172
O 4.167 -6.650 -0.827
Al 8.269 -6.639 -0.952
C -6.267 -5.887 4.834
C -6.061 -7.081 3.915
O -7.170 -7.238 3.063
H -7.169 -6.016 5.433
H -5.415 -5.755 5.505
H -6.399 -4.973 4.248
H -5.951 -7.999 4.490
H -5.157 -6.945 3.301
H -7.261 -6.422 2.541
```

The gap between HOMO and LUMO is 1.22 eV. As for the total energy: -441537.960 eV. Its energy above the lowest of the compared OMol25 structures with the same formula, charge and spin is 258.0 kJ/mol. The charge is +2.

Atom charges from the Löwdin analysis, given in e for atoms 1 to 6: -0.077 -0.299 -0.221 0.548 -0.263 -0.172


(4)
A molecular structure, C5H7N in a non-equilibrium geometry, computed with the ωB97M-V functional and the def2-TZVPD basis.

The geometry in XYZ format:
```
13
Properties=species:S:1:pos:R:3
C 0.705 0.003 0.890
C 0.317 0.910 -0.250
C 0.163 -1.032 -0.126
C -1.365 -0.587 -0.219
C -1.169 0.732 -0.245
H 0.091 -0.071 1.738
H 1.804 0.012 1.091
H 0.617 1.954 -0.243
H 1.767 -0.089 -1.300
H 0.324 -2.116 -0.049
H -2.192 -1.329 -0.043
H -1.722 1.750 0.037
N 0.660 -0.138 -1.279
```

The gap between HOMO and LUMO is 10.32 eV. As for the total energy: -6784.797 eV. Its energy above the lowest of the compared OMol25 structures with the same formula, charge and spin is 358.5 kJ/mol.

Atom charges from the natural (NBO) analysis, given in e for atoms 1 to 6: -0.404 -0.139 -0.091 -0.218 -0.177 0.205


Question: What is the total energy in the first record?
Answer: -181107.275 eV